[1]
{"formula": "C2H4N2O", "method": "ωB97M-V/def2-TZVPD", "elements": ["O", "N", "N", "C", "C", "H", "H", "H", "H"], "positions_angstrom": [[0.303, 0.703, -0.432], [-0.054, -1.262, -1.221], [-0.612, -1.742, -2.088], [-0.374, 0.863, 0.902], [0.754, -0.492, -0.674], [0.423, 0.477, 1.590], [-0.611, 1.923, 1.108], [-1.309, 0.265, 0.742], [1.479, -0.734, 0.074]], "e_above_lowest_ev": 3.850, "spin_multiplicity": 1, "homo_lumo_gap_ev": 8.9, "e_tot_ha": -263.22180, "lumo_ev": 0.83}

[2]
{"formula": "C46H42CoN8O2P2", "method": "ωB97M-V/def2-TZVPD", "elements": ["Co", "P", "P", "O", "O", "N", "N", "N", "N", "N", "N", "N", "N", "C", "C", "C", "C", "C", "C", "C", "C", "C", "C", "C", "C", "C", "C", "C", "C", "C", "C", "C", "C", "C", "C", "C", "C", "C", "C", "C", "C", "C", "C", "C", "C", "C", "C", "C", "C", "C", "C", "C", "C", "C", "C", "C", "C", "C", "C", "H", "H", "H", "H", "H", "H", "H", "H", "H", "H", "H", "H", "H", "H", "H", "H", "H", "H", "H", "H", "H", "H", "H", "H", "H", "H", "H", "H", "H", "H", "H", "H", "H", "H", "H", "H", "H", "H", "H", "H", "H", "H"], "positions_angstrom": [[-0.763, 1.521, -0.119], [0.115, -1.938, -0.435], [-2.861, -1.277, -0.571], [0.279, -0.466, -0.430], [-2.263, 0.072, -0.716], [-0.740, 1.256, 1.923], [-2.391, 2.713, -0.336], [-0.625, 0.098, 3.652], [0.234, 3.427, -0.351], [-0.202, 0.171, 2.424], [9.193, 0.136, -0.380], [-1.411, 1.082, 4.003], [-0.351, -0.941, 4.462], [0.584, -2.703, -2.018], [1.815, -4.694, 2.062], [-2.037, 4.040, -0.397], [1.604, 3.897, -0.450], [2.554, 3.906, 3.237], [-1.603, -2.526, -0.047], [-4.652, -2.110, -4.679], [-4.149, -0.271, 1.655], [-3.194, 4.832, -0.543], [-2.918, -2.544, -3.079], [3.935, 0.997, -0.961], [-4.102, -1.324, 0.750], [0.955, -4.090, 1.164], [0.793, -4.626, -3.446], [4.764, 0.721, -2.086], [6.692, 0.563, -0.662], [-3.712, 2.662, -0.454], [8.069, 0.333, -0.508], [-5.330, -1.339, -3.747], [-4.256, 3.950, -0.579], [1.964, 3.542, 2.039], [1.150, -1.913, -3.009], [4.565, 1.102, 0.313], [1.518, -2.473, -4.221], [3.149, 5.297, 0.927], [2.571, 1.143, -1.089], [6.101, 0.490, -1.935], [-1.477, 1.805, 2.899], [3.446, 4.963, 3.283], [-5.860, -2.439, 1.937], [0.427, -4.068, -2.235], [5.905, 0.888, 0.458], [2.119, -2.007, 1.453], [2.246, 4.242, 0.873], [-0.674, 4.358, -0.399], [3.751, 5.652, 2.121], [-4.952, -2.413, 0.895], [-3.598, -1.778, -2.144], [1.329, -3.828, -4.445], [1.115, -2.747, 0.846], [2.821, -3.955, 2.664], [2.963, -2.608, 2.372], [-3.453, -2.718, -4.344], [-4.804, -1.171, -2.480], [-5.068, -0.296, 2.690], [-5.923, -1.378, 2.827], [1.611, -4.267, -5.390], [-0.467, -0.703, 5.440], [6.378, 0.966, 1.425], [2.205, 3.107, -0.937], [0.163, -4.669, 0.715], [-5.051, -2.227, -5.674], [2.316, 3.365, 4.142], [-1.673, -2.614, 1.042], [1.703, -5.743, 2.286], [-6.520, -3.284, 2.057], [-3.224, 5.902, -0.614], [6.721, 0.243, -2.785], [-4.250, 1.732, -0.468], [-4.896, -3.227, 0.186], [0.662, -5.686, -3.607], [1.955, -1.853, -4.991], [4.306, 0.665, -3.063], [1.939, 1.180, -0.219], [-5.300, 4.179, -0.679], [3.381, 5.848, 0.028], [-6.639, -1.399, 3.632], [1.266, 2.717, 1.997], [-1.963, -2.987, -2.834], [-0.383, 5.405, -0.476], [1.295, -0.862, -2.815], [3.499, -4.434, 3.354], [0.026, -4.704, -1.461], [2.091, 1.078, -2.049], [-6.260, -0.860, -4.012], [-1.806, -3.501, -0.489], [-5.310, -0.559, -1.746], [-5.122, 0.527, 3.386], [-2.033, 2.714, 2.810], [-3.472, 0.563, 1.529], [3.895, 5.254, 4.220], [3.744, -2.031, 2.846], [-2.927, -3.320, -5.071], [1.640, 4.793, -1.084], [0.520, -1.403, 4.225], [2.223, -0.965, 1.194], [4.451, 6.472, 2.148], [3.955, 1.373, 1.163]], "e_above_lowest_ev": 1.016, "charge": 1, "s2": 6.06, "spin_multiplicity": 5, "homo_lumo_gap_ev": [7.3, 6.6], "e_tot_ha": -4431.93184, "lumo_ev": [-2.16, -3.13]}

[3]
{"formula": "C20H31NOS", "method": "ωB97M-V/def2-TZVPD", "elements": ["S", "O", "N", "C", "C", "C", "C", "C", "C", "C", "C", "C", "C", "C", "C", "C", "C", "C", "C", "C", "C", "C", "C", "H", "H", "H", "H", "H", "H", "H", "H", "H", "H", "H", "H", "H", "H", "H", "H", "H", "H", "H", "H", "H", "H", "H", "H", "H", "H", "H", "H", "H", "H", "H"], "positions_angstrom": [[-0.756, 5.037, -0.172], [3.258, -3.157, -1.536], [0.390, 0.964, -1.944], [-3.170, -2.110, 1.943], [1.262, -2.326, 0.396], [-1.075, -2.941, 2.520], [0.004, -3.875, 2.048], [-2.405, -3.088, 1.780], [-0.631, -1.705, 3.212], [0.499, 2.385, -1.478], [-0.202, -1.330, -1.362], [-0.872, 2.980, -1.919], [2.436, -0.569, -0.936], [-1.658, -0.923, 3.680], [0.967, 4.231, 0.266], [0.779, 2.818, -0.008], [0.424, -3.563, 0.723], [1.836, -2.616, -1.964], [1.413, -1.792, -1.016], [-0.967, 4.456, -1.763], [-2.971, -1.063, 2.859], [1.726, 0.466, -2.137], [-0.365, 0.157, -1.216], [0.765, -1.490, 1.001], [1.147, 2.989, -2.241], [2.424, 1.358, -2.050], [-1.505, 0.308, -1.542], [1.244, 4.629, 1.051], [1.506, 2.328, 0.033], [-0.987, -2.059, -1.077], [3.137, -3.482, -0.760], [1.733, 4.712, -0.798], [-0.429, -3.733, -0.235], [-0.444, -4.861, 2.067], [-2.176, 4.971, -2.034], [2.098, -2.151, 0.793], [0.784, -3.750, 2.699], [-1.859, 2.640, -1.014], [-2.489, -3.688, 1.013], [3.247, -0.763, -1.113], [-1.236, 2.563, -2.748], [1.814, -0.048, -3.146], [0.187, 2.375, 0.761], [-3.653, -0.121, 2.922], [-0.345, 0.301, 0.003], [1.413, -4.397, 0.520], [2.244, -0.054, -0.109], [-4.155, -2.074, 1.481], [1.235, -3.589, -2.120], [2.075, -2.377, -3.182], [-1.700, 0.004, 4.069], [-0.064, -1.455, -2.817], [-0.286, 4.929, -2.358], [0.162, -1.806, 3.758]], "e_above_lowest_ev": 19.885, "spin_multiplicity": 1, "homo_lumo_gap_ev": 8.8, "e_tot_ha": -1308.17409, "lumo_ev": 0.46}

[4]
{"formula": "C20H18F6N4O4PdS2Sb", "method": "ωB97M-V/def2-TZVPD", "elements": ["Sb", "Pd", "S", "S", "F", "F", "F", "F", "F", "F", "O", "O", "O", "O", "N", "N", "N", "N", "C", "C", "C", "C", "C", "C", "C", "C", "C", "C", "C", "C", "C", "C", "C", "C", "C", "C", "C", "C", "H", "H", "H", "H", "H", "H", "H", "H", "H", "H", "H", "H", "H", "H", "H", "H", "H", "H"], "positions_angstrom": [[-1.877, 1.282, -2.121], [-0.119, 0.086, 0.679], [1.751, -1.920, -0.211], [3.721, -0.052, -0.429], [2.820, -4.256, 0.222], [2.075, -3.931, -1.789], [5.895, -0.845, -1.647], [5.958, -0.897, 0.519], [0.683, -4.260, -0.157], [6.043, 1.006, -0.524], [0.825, -1.327, -1.170], [1.243, -1.672, 1.157], [3.353, 0.729, 0.706], [3.408, 0.636, -1.781], [3.243, -1.526, -0.491], [-1.900, 1.206, 0.929], [-2.022, -1.371, -0.585], [0.461, 1.884, -0.297], [-1.473, 0.871, 3.295], [-2.560, 1.707, -0.143], [0.203, 1.532, -1.629], [-2.556, -1.786, -2.793], [-2.888, -3.073, -2.378], [5.584, -0.228, -0.539], [-2.205, -2.872, 1.382], [-4.172, 2.669, 1.348], [-3.708, 2.444, 0.046], [1.525, 3.220, 1.450], [1.227, 1.502, -2.497], [-2.303, 1.423, 2.179], [2.538, 2.778, -0.829], [-2.326, -2.562, -0.070], [2.576, 1.921, -2.033], [1.473, 2.665, 0.066], [-3.469, 2.160, 2.414], [-2.124, -0.934, -1.774], [1.858, -3.761, -0.507], [-2.777, -3.457, -1.048], [-1.905, -3.908, 1.528], [-2.662, -1.453, -3.816], [-5.072, 3.247, 1.515], [3.425, 3.332, -0.547], [-1.472, -2.234, 1.878], [-3.176, -2.732, 1.862], [-1.964, 0.023, 3.776], [1.947, 2.484, 2.139], [1.102, 1.200, -3.529], [-3.024, -4.463, -0.732], [-3.255, -3.784, -3.109], [-3.795, 2.330, 3.431], [-4.252, 2.852, -0.797], [0.533, 3.510, 1.791], [-0.474, 0.529, 2.967], [2.175, 4.093, 1.473], [3.173, 2.354, -2.835], [-1.288, 1.628, 4.058]], "e_above_lowest_ev": 0.544, "charge": 3, "s2": 6.05, "spin_multiplicity": 5, "homo_lumo_gap_ev": [9.3, 5.9], "e_tot_ha": -3055.34979, "lumo_ev": [-9.24, -12.91]}